Entry 1:
This record from the Open Molecules 2025 dataset describes an isolated ion of composition C2H2NO4P and charge -2 in a non-equilibrium geometry. The level of theory is ωB97M-V/def2-TZVPD.

```
! wB97M-V def2-TZVPD RIJCOSX def2/J DEFGRID3
* xyz -2 1
C 0.5371 -0.8927 -0.8508
C 0.4203 1.1150 0.1274
N 1.1814 0.3703 -0.5612
O -0.7065 -0.3730 2.2136
O -0.6080 -1.1612 -0.1437
O 0.6008 2.6089 0.5382
O -2.2905 0.6131 0.4061
P -0.9187 0.1396 0.8628
H 0.4211 -0.7823 -1.9928
H 1.3631 -1.6379 -0.5996
*
```

Calculated values
DFT total energy (a.u.): -774.4915
E_HOMO (eV): 0.291

=====

Entry 2:
This record from the Open Molecules 2025 dataset describes C24H17BrMoN6O6S2 as an isolated structure in a non-equilibrium geometry. The level of theory is ωB97M-V/def2-TZVPD.

```
! wB97M-V def2-TZVPD RIJCOSX def2/J DEFGRID3
* xyz 2 3
Mo 0.3836 -0.0618 -1.2696
O -2.7677 -3.0179 -1.8141
C -1.7608 -2.2611 -1.4880
O -1.2657 -1.3823 -2.1802
C -1.1780 -2.5327 -0.1334
C -1.5771 -3.5006 0.7731
C -0.8695 -3.6049 1.9648
C 0.2371 -2.7829 2.1895
C 0.5663 -1.8595 1.2184
N -0.1531 -1.7205 0.1037
C 1.8330 -1.0361 1.1053
O 2.7235 -0.9861 2.0420
O 2.0488 -0.5055 0.0161
H -3.0991 -2.7925 -2.7020
H -2.4117 -4.1479 0.5435
H -1.1547 -4.3399 2.7050
H 0.8174 -2.8925 3.0959
H 2.4572 -1.4020 2.8740
Br 2.5099 -3.2766 -1.3245
C 2.6497 -1.9964 -2.7079
C 3.6219 -2.2360 -3.6674
C 3.6586 -1.4302 -4.7911
C 2.6939 -0.4441 -4.9422
C 1.7859 -0.2613 -3.9269
N 1.7803 -0.9897 -2.7887
C 0.6795 0.7421 -4.0587
O 0.4313 1.3268 -5.0638
O -0.0246 0.8937 -2.9207
H 4.3140 -3.0541 -3.5363
H 4.4097 -1.5948 -5.5516
H 2.6186 0.1801 -5.8215
S 1.5068 2.0518 -0.9098
C 1.2396 2.1040 0.8353
N 0.4756 1.2212 1.4110
C 0.3825 1.4727 2.7787
C -0.3638 0.7310 3.6942
C -0.3466 1.1130 5.0213
C 0.3955 2.2236 5.4429
C 1.1304 2.9734 4.5454
C 1.1168 2.5811 3.2093
S 1.9290 3.3132 1.8566
H -0.9723 -0.1029 3.3643
H -0.9284 0.5591 5.7454
H 0.3857 2.5062 6.4863
H 1.6935 3.8364 4.8721
N -3.2679 4.0735 -1.4158
C -2.9938 2.8864 -0.8442
C -1.8023 2.1953 -1.1901
N -1.5150 1.0374 -0.6333
C -2.3843 0.5329 0.2729
C -3.5329 1.2199 0.5831
N -3.8544 2.3904 0.0353
H -2.6694 4.4748 -2.1142
H -4.1236 4.5442 -1.1749
H -1.1100 2.5884 -1.9192
H -2.1253 -0.3746 0.7920
H -4.2232 0.8150 1.3129
*
```

Calculated values
DFT total energy (a.u.): -5142.9850
E_HOMO (alpha / beta) (eV): -13.390 / -13.486

=====

Entry 3:
This record from the Open Molecules 2025 dataset describes a 2-piece molecular cluster, CH4FN2 overall in a non-equilibrium geometry. The level of theory is ωB97M-V/def2-TZVPD.

```
! wB97M-V def2-TZVPD RIJCOSX def2/J DEFGRID3
* xyz 1 3
C -0.3887 -0.3161 0.0586
N 0.3880 -1.3118 -0.1321
N 0.2729 1.6581 -0.1344
F -1.6472 -0.2764 0.0357
H 1.3118 -1.1881 -0.3877
H 0.1519 -2.3571 -0.0040
H -0.6360 2.1447 -0.2135
H 0.5473 1.6468 0.7773
*
```

Calculated values
DFT total energy (a.u.): -249.3818
E_HOMO (alpha / beta) (eV): -13.819 / -17.247

=====

Question: Number 2 is which compound?
Answer: C24H17BrMoN6O6S2

=====

Question: What is the formula in the second record?
Answer: C24H17BrMoN6O6S2

=====

Question: Which of these has the highest DFT total energy?
Answer: CH4FN2